# C26H74N10O8

8 unconnected molecules or ions with the total composition C26H74N10O8 at a distorted geometry (ωB97M-V/def2-TZVPD, the OMol25 dataset).

* frontier orbital gap: 9.035 eV
* HOMO: -8.5 eV
* calculated total energy: -2184.44608 hartree
* 2S+1: 1
* SMILES: COC[C@H](C)N.COC[C@H](C)N.COC[C@H](C)N.COC[C@H](C)N.COC[C@H](C)N.COC[C@H](C)N.NC(N)=O.NC(N)=O
* relative energy (zero: lowest compared OMol25 entry of this formula, charge and spin): 26.1 kcal per mole
* E_LUMO: 0.01965 hartree

Cartesian coordinates (Å):
C1 0.66 -2.78 -3.37
O1 -0.69 -2.94 -2.98
C2 -1.35 -1.68 -2.95
C3 -2.84 -1.88 -2.72
C4 -3.57 -0.54 -2.78
N1 -3.03 -2.50 -1.39
H1 0.72 -2.40 -4.40
H2 1.10 -3.77 -3.34
H3 1.17 -2.08 -2.70
H4 -0.96 -1.00 -2.17
H5 -1.13 -1.18 -3.89
H6 -3.07 -2.63 -3.47
H7 -3.38 0.08 -1.90
H8 -4.65 -0.73 -2.83
H9 -3.30 0.08 -3.64
H10 -4.03 -2.44 -1.24
H11 -2.56 -2.00 -0.64
C5 -1.64 0.66 1.81
O2 -0.33 0.65 1.31
C6 -0.21 1.19 -0.01
C7 1.26 1.10 -0.42
C8 1.43 1.73 -1.80
N2 1.82 -0.25 -0.39
H12 -2.30 0.06 1.17
H13 -2.09 1.66 1.82
H14 -1.61 0.20 2.80
H15 -0.91 0.67 -0.67
H16 -0.48 2.24 0.13
H17 1.84 1.66 0.33
H18 2.49 1.87 -2.02
H19 0.97 2.73 -1.80
H20 1.00 1.05 -2.54
H21 2.80 -0.19 -0.67
H22 1.40 -0.67 -1.22
C9 2.10 0.15 3.27
O3 2.64 -0.37 4.46
C10 2.18 -1.69 4.74
C11 2.93 -2.13 5.99
C12 2.63 -3.57 6.39
N3 2.60 -1.29 7.14
H23 1.02 0.25 3.38
H24 2.33 -0.37 2.33
H25 2.51 1.14 3.10
H26 1.10 -1.65 4.92
H27 2.39 -2.33 3.88
H28 4.01 -2.05 5.85
H29 1.64 -3.75 6.80
H30 3.35 -3.95 7.11
H31 2.73 -4.21 5.50
H32 1.74 -1.57 7.58
H33 2.56 -0.31 6.87
C13 -3.37 -2.86 2.21
O4 -2.14 -2.56 1.60
C14 -1.38 -3.71 1.28
C15 -0.12 -3.30 0.56
C16 0.54 -4.56 0.01
N4 0.82 -2.50 1.41
H34 -3.17 -3.29 3.20
H35 -3.85 -3.65 1.61
H36 -4.05 -2.01 2.24
H37 -1.14 -4.27 2.19
H38 -2.03 -4.35 0.67
H39 -0.41 -2.60 -0.24
H40 1.60 -4.33 -0.13
H41 0.14 -4.84 -0.97
H42 0.53 -5.40 0.70
H43 1.06 -1.76 0.74
H44 0.17 -1.94 1.97
C17 -0.98 4.76 1.57
O5 -2.31 4.38 1.88
C18 -2.59 4.44 3.28
C19 -4.05 3.96 3.48
C20 -5.03 4.99 2.92
N5 -4.35 3.93 4.91
H45 -0.93 4.84 0.49
H46 -0.25 4.10 2.06
H47 -0.74 5.76 1.95
H48 -1.89 3.80 3.81
H49 -2.53 5.47 3.65
H50 -4.13 2.98 3.01
H51 -5.12 5.02 1.83
H52 -4.75 6.01 3.19
H53 -6.03 4.76 3.28
H54 -4.79 4.80 5.18
H55 -3.64 3.77 5.62
C21 5.43 -0.48 -0.52
O6 4.51 -0.65 -1.55
C22 4.81 -0.02 -2.78
C23 3.95 -0.68 -3.85
C24 4.24 -2.19 -3.98
N6 4.13 0.02 -5.14
H56 5.05 -0.92 0.41
H57 5.63 0.57 -0.26
H58 6.40 -0.96 -0.68
H59 4.58 1.04 -2.75
H60 5.86 -0.19 -3.06
H61 2.91 -0.44 -3.59
H62 3.73 -2.67 -4.81
H63 3.85 -2.67 -3.07
H64 5.30 -2.45 -3.98
H65 5.15 0.14 -5.27
H66 4.08 -0.71 -5.85
N7 -4.06 3.62 -0.18
C25 -3.44 3.18 -1.33
N8 -4.26 2.56 -2.22
O7 -2.23 3.34 -1.50
H67 -4.95 3.23 0.07
H68 -3.44 4.00 0.53
H69 -3.87 2.22 -3.07
H70 -5.24 2.70 -2.08
N9 0.50 1.31 -7.49
C26 0.93 0.81 -6.29
N10 1.54 1.69 -5.45
O8 0.74 -0.38 -6.01
H71 0.45 2.30 -7.63
H72 0.12 0.66 -8.14
H73 2.00 1.27 -4.67
H74 1.51 2.66 -5.67